[1]
The following is a DFT calculation (wB97M-V/def2-TZVPD) of a cluster of 9 separate species, C28H54F3O26 in total at a distorted geometry.

Geometry (Å):
C 0.284 -1.342 0.658
O -0.972 -0.713 1.022
O 0.614 -2.147 1.628
C 0.054 -2.069 -0.670
F -0.343 -1.242 -1.680
F 1.200 -2.635 -1.139
F -0.831 -3.072 -0.577
C -1.259 0.554 0.513
C -2.553 1.056 1.107
H -3.444 0.459 0.902
H -2.477 1.010 2.200
H -2.706 2.088 0.795
H -1.379 0.553 -0.586
H -0.474 1.301 0.701
H 1.086 -0.569 0.571
C -6.210 -2.145 0.619
O -5.274 -1.352 -0.082
C -5.420 -1.197 -1.391
O -6.237 -1.748 -2.085
O -4.542 -0.279 -1.783
C -4.308 -0.164 -3.175
H -6.089 -1.994 1.689
H -5.911 -3.197 0.502
H -7.257 -2.122 0.323
H -5.085 -0.592 -3.801
H -3.302 -0.536 -3.359
H -4.284 0.900 -3.428
C 3.080 3.004 0.840
O 2.561 4.037 0.008
C 3.211 4.382 -1.087
O 4.207 3.904 -1.562
O 2.463 5.308 -1.700
C 3.071 6.030 -2.755
H 2.811 2.027 0.442
H 2.591 3.153 1.800
H 4.158 3.030 0.998
H 3.827 6.710 -2.343
H 2.305 6.583 -3.280
H 3.683 5.381 -3.383
C 1.166 4.640 4.860
O 1.272 5.448 3.682
C 0.480 5.104 2.671
O -0.251 4.154 2.627
O 0.620 6.012 1.710
C -0.016 5.732 0.477
H 0.794 5.286 5.653
H 2.204 4.417 5.119
H 0.611 3.715 4.759
H -1.067 6.019 0.359
H 0.006 4.665 0.257
H 0.505 6.276 -0.306
C -4.130 -3.420 6.470
O -3.994 -4.004 5.200
C -3.535 -3.230 4.206
O -3.140 -2.108 4.345
O -3.655 -3.906 3.077
C -2.990 -3.325 1.913
H -4.403 -4.215 7.156
H -4.837 -2.588 6.504
H -3.190 -2.964 6.799
H -2.553 -4.070 1.262
H -2.108 -2.798 2.296
H -3.656 -2.551 1.551
C 3.362 -3.618 -3.615
O 2.636 -3.845 -4.847
C 2.567 -2.833 -5.687
O 3.020 -1.731 -5.526
O 1.905 -3.238 -6.783
C 1.523 -2.192 -7.675
H 3.053 -4.442 -2.984
H 3.166 -2.629 -3.219
H 4.428 -3.702 -3.820
H 0.589 -1.755 -7.334
H 1.410 -2.675 -8.646
H 2.331 -1.478 -7.821
C 1.414 -5.816 0.286
O 1.429 -7.153 -0.261
C 2.556 -7.608 -0.756
O 3.498 -6.979 -1.151
O 2.527 -8.952 -0.713
C 3.328 -9.651 -1.636
H 2.127 -5.836 1.110
H 0.426 -5.659 0.705
H 1.649 -5.002 -0.393
H 3.090 -9.377 -2.664
H 3.102 -10.714 -1.534
H 4.395 -9.566 -1.421
C -2.304 8.615 2.222
O -2.941 7.588 1.458
C -3.210 6.454 2.109
O -2.981 6.237 3.270
O -3.776 5.622 1.245
C -4.023 4.301 1.739
H -2.064 9.418 1.536
H -1.384 8.211 2.649
H -2.960 8.924 3.034
H -3.073 3.795 1.921
H -4.650 3.759 1.047
H -4.444 4.361 2.746
C 4.599 0.926 -2.329
O 4.853 -0.476 -2.249
C 4.727 -1.206 -1.150
O 5.034 -2.363 -1.129
O 4.204 -0.537 -0.119
C 4.061 -1.277 1.096
H 5.156 1.450 -1.552
H 3.552 1.207 -2.248
H 5.022 1.236 -3.279
H 3.279 -0.859 1.723
H 4.999 -1.265 1.658
H 3.803 -2.312 0.886

Its largest force on an atom is 2.40 eV/Å. For the energy relative to the best compared isomer or geometry (same formula, charge and spin), the calculation gives 0.0 kcal per mole. The HOMO energy is -4.2 eV. The total charge is -1. The calculation puts the total energy at -91299.610 eV. The calculation puts the LUMO energy at 2.1254 eV.

Atomic partial charges in e from the Mulliken method, atoms 1 to 99:
1 C 0.914
2 O -0.117
3 O -0.918
4 C 0.641
5 F -0.339
6 F -0.194
7 F -0.260
8 C 0.210
9 C -0.821
10 H 0.043
11 H 0.402
12 H 0.102
13 H 0.167
14 H -0.049
15 H -0.769
16 C -0.915
17 O -0.155
18 C 0.720
19 O -0.627
20 O -0.174
21 C -0.752
22 H 0.301
23 H 0.353
24 H 0.361
25 H 0.362
26 H 0.238
27 H 0.253
28 C -0.579
29 O -0.035
30 C 0.626
31 O -0.599
32 O -0.200
33 C -0.783
34 H 0.204
35 H 0.146
36 H 0.351
37 H 0.322
38 H 0.218
39 H 0.323
40 C -0.781
41 O -0.373
42 C 1.048
43 O -0.531
44 O -0.412
45 C -0.486
46 H 0.282
47 H 0.269
48 H 0.349
49 H 0.176
50 H 0.132
51 H 0.295
52 C -0.652
53 O -0.346
54 C 0.769
55 O -0.540
56 O -0.349
57 C -0.477
58 H 0.221
59 H 0.284
60 H 0.297
61 H 0.297
62 H 0.351
63 H 0.148
64 C -0.409
65 O -0.345
66 C 0.827
67 O -0.572
68 O -0.361
69 C -0.656
70 H 0.174
71 H 0.120
72 H 0.386
73 H 0.270
74 H 0.233
75 H 0.309
76 C -0.241
77 O -0.321
78 C 0.771
79 O -0.540
80 O -0.345
81 C -0.649
82 H 0.332
83 H 0.140
84 H 0.036
85 H 0.310
86 H 0.232
87 H 0.274
88 C -0.552
89 O -0.355
90 C 0.902
91 O -0.587
92 O -0.383
93 C -0.220
94 H 0.220
95 H 0.222
96 H 0.283
97 H -0.029
98 H 0.258
99 H 0.299

[2]
The following is a DFT calculation (wB97M-V/def2-TZVPD) of an isolated molecule of C5H8O2.

Geometry (Å):
C 3.306 1.322 0.547
C 2.372 0.683 0.154
C 1.315 -0.208 -0.297
O 0.135 0.017 0.447
C -0.956 -0.781 0.024
C -2.178 -0.295 0.786
O -2.449 1.058 0.505
H 4.190 1.771 0.930
H 1.116 -0.103 -1.376
H 1.776 -1.185 -0.138
H -1.120 -0.655 -1.058
H -0.760 -1.844 0.230
H -3.058 -0.870 0.479
H -2.021 -0.462 1.863
H -1.619 1.531 0.654

Its largest force on an atom is 0.80 eV/Å. For the energy relative to the best compared isomer or geometry (same formula, charge and spin), the calculation gives 68.2 kcal per mole. The HOMO energy is -10.1 eV. The total charge is 0. The calculation puts the total energy at -9406.876 eV. As for the SMILES: C#CCOCCO. The calculation puts the LUMO energy at 0.9254 eV.

Need the Mulliken charges? In units of e they are:
1 C 0.198
2 C -0.614
3 C -0.473
4 O -0.280
5 C -0.401
6 C -0.498
7 O -0.510
8 H 0.432
9 H 0.314
10 H 0.249
11 H 0.318
12 H 0.317
13 H 0.346
14 H 0.273
15 H 0.329

[3]
The following is a DFT calculation (wB97M-V/def2-TZVPD) of a structure of composition C29H33AsI2O4RhS2Y at a distorted geometry.

Geometry (Å):
I -0.903 -2.794 0.609
I -0.145 0.370 -5.170
Y -0.101 1.046 -2.372
Rh 0.228 -0.178 0.177
S 1.357 -1.131 -1.595
S -1.858 -0.848 -1.709
C 1.321 1.212 0.532
C 3.207 -1.041 -1.925
C -3.508 -0.154 -1.394
C 3.416 -0.875 -3.431
C 3.866 0.086 -1.164
C 3.738 -2.393 -1.453
C -4.243 -0.164 -2.736
C -3.433 1.243 -0.804
C -4.183 -1.103 -0.407
C 1.709 2.766 -2.214
C -0.908 3.421 -2.096
O 2.001 2.057 0.964
O 2.512 3.594 -2.172
O -1.258 4.516 -2.007
H 3.008 0.077 -3.797
H 2.930 -1.687 -3.988
H 4.495 -0.901 -3.645
H 3.483 1.067 -1.469
H 4.943 0.051 -1.389
H 3.741 -0.029 -0.080
H 3.545 -2.540 -0.384
H 4.821 -2.436 -1.628
H 3.258 -3.206 -2.011
H -5.275 0.194 -2.614
H -4.272 -1.188 -3.130
H -3.723 0.473 -3.464
H -4.464 1.604 -0.683
H -2.895 1.950 -1.451
H -2.929 1.228 0.171
H -5.218 -0.763 -0.255
H -3.645 -1.104 0.549
H -4.178 -2.125 -0.802
O -1.206 0.614 1.477
As -1.094 0.480 3.181
C -0.458 2.194 3.767
C -1.038 3.356 3.234
C -0.581 4.607 3.665
C 0.476 4.697 4.578
C 1.077 3.531 5.071
C 0.608 2.274 4.672
C -2.919 0.250 3.731
C -3.654 -0.833 3.231
C -4.979 -1.015 3.646
C -5.558 -0.125 4.562
C -4.814 0.953 5.057
C -3.494 1.155 4.636
C -0.076 -1.006 3.900
C -0.760 -1.975 4.642
C -0.040 -2.991 5.284
C 1.357 -3.018 5.192
C 2.029 -2.048 4.441
C 1.316 -1.042 3.777
H -1.841 3.282 2.497
H -1.056 5.514 3.283
H 0.831 5.674 4.914
H 1.910 3.589 5.774
H 1.058 1.356 5.055
H -3.172 -1.542 2.550
H -5.549 -1.860 3.258
H -6.585 -0.282 4.902
H -5.255 1.645 5.777
H -2.901 1.988 5.015
H -1.849 -1.936 4.713
H -0.580 -3.747 5.854
H 1.918 -3.793 5.719
H 3.118 -2.061 4.367
H 1.830 -0.296 3.172

Its largest force on an atom is 6.07 eV/Å. Its expectation value of S² is 6.05. For the energy relative to the best compared isomer or geometry (same formula, charge and spin), the calculation gives 10.4 kcal per mole. The HOMO energy (alpha / beta) is -19.1 / -19.0 eV. The total charge is +4. The calculation puts the total energy at -141518.248 eV. As for the spin multiplicity: 5. The calculation puts the LUMO energy (alpha / beta) at -12.5178 / -15.4525 eV.

Need the Mulliken charges? In units of e they are:
1 I 0.279
2 I -0.099
3 Y 0.360
4 Rh 1.509
5 S -0.300
6 S -0.169
7 C -0.226
8 C 1.453
9 C 1.717
10 C -1.408
11 C -1.350
12 C -1.640
13 C -1.512
14 C -1.539
15 C -1.326
16 C 0.309
17 C 0.321
18 O -0.267
19 O -0.058
20 O -0.067
21 H 0.299
22 H 0.416
23 H 0.457
24 H 0.100
25 H 0.532
26 H 0.278
27 H 0.381
28 H 0.468
29 H 0.474
30 H 0.447
31 H 0.461
32 H 0.361
33 H 0.526
34 H 0.265
35 H 0.027
36 H 0.516
37 H -0.069
38 H 0.446
39 O 0.867
40 As 0.767
41 C -0.081
42 C -0.008
43 C -0.720
44 C -0.555
45 C -0.605
46 C -0.009
47 C 0.148
48 C -0.215
49 C -1.066
50 C -0.617
51 C -0.749
52 C -0.657
53 C 0.376
54 C -0.238
55 C -0.777
56 C -0.646
57 C -0.932
58 C 0.007
59 H 0.552
60 H 0.482
61 H 0.494
62 H 0.510
63 H 0.544
64 H 0.627
65 H 0.482
66 H 0.454
67 H 0.456
68 H 0.407
69 H 0.441
70 H 0.475
71 H 0.460
72 H 0.460
73 H 0.498

[4]
The following is a DFT calculation (wB97M-V/def2-TZVPD) of an isolated molecule of C16H20N8O2 at a distorted geometry.

Geometry (Å):
C 2.720 4.816 -0.180
N 1.875 4.950 1.023
C 1.801 6.261 1.638
C 1.029 3.916 1.557
O 0.461 4.141 2.590
C 0.785 2.561 0.865
N 1.111 2.101 -0.324
C 0.642 0.742 -0.375
N 0.806 -0.171 -1.334
C 0.263 -1.376 -1.159
C 0.366 -2.334 -2.213
C -0.228 -3.662 -2.167
N 0.158 -4.316 -3.272
N 0.961 -3.492 -3.956
C 1.728 -3.848 -5.141
C 1.054 -2.268 -3.354
N -0.500 -1.674 -0.078
C -0.532 -0.818 0.919
N -1.256 -1.157 2.082
C -1.325 -2.641 2.409
C -2.530 -3.279 1.666
O -3.710 -2.504 2.033
C -3.681 -1.133 1.628
C -2.584 -0.465 2.275
C 0.090 0.450 0.890
N 0.208 1.583 1.645
H 2.620 5.616 -0.846
H 2.597 3.844 -0.729
H 3.844 4.786 -0.054
H 1.454 6.192 2.686
H 2.746 6.785 1.602
H 1.027 6.867 1.110
H -0.892 -3.961 -1.463
H 1.931 -4.882 -5.137
H 2.686 -3.343 -5.248
H 1.241 -3.648 -6.090
H 1.682 -1.401 -3.760
H -0.485 -3.119 2.025
H -1.338 -2.789 3.484
H -2.466 -3.237 0.576
H -2.617 -4.329 1.987
H -3.556 -1.113 0.522
H -4.603 -0.614 1.882
H -2.371 0.500 1.949
H -2.859 -0.343 3.333
H -0.349 1.807 2.500

Its largest force on an atom is 5.52 eV/Å. The HOMO energy is -8.3 eV. The total charge is 0. The calculation puts the total energy at -32930.663 eV. As for the SMILES: CN(C)C(=O)c1nc2nc(-c3cnn(C)c3)nc(N3CCOCC3)c2[nH]1. The calculation puts the LUMO energy at 0.0327 eV.

Need the Mulliken charges? In units of e they are:
1 C -0.832
2 N 0.054
3 C -1.042
4 C 0.689
5 O -0.641
6 C 0.232
7 N -0.728
8 C 0.539
9 N -0.600
10 C -0.424
11 C 0.532
12 C -0.399
13 N -0.991
14 N 0.732
15 C -0.842
16 C -0.390
17 N -0.290
18 C 0.266
19 N -0.009
20 C -0.745
21 C -0.257
22 O -0.436
23 C -0.475
24 C -0.753
25 C 0.080
26 N -0.218
27 H 0.367
28 H 0.272
29 H 0.252
30 H 0.322
31 H 0.358
32 H 0.308
33 H 0.639
34 H 0.331
35 H 0.308
36 H 0.296
37 H 0.391
38 H 0.451
39 H 0.378
40 H 0.199
41 H 0.342
42 H 0.278
43 H 0.338
44 H 0.451
45 H 0.284
46 H 0.382

[5]
The following is a DFT calculation (wB97M-V/def2-TZVPD) of a structure of composition C4H9NS at a distorted geometry.

Geometry (Å):
C 0.595 -2.176 -0.067
C -0.833 0.608 1.196
C -0.469 0.775 -1.321
C -0.152 0.062 -0.029
N -0.287 -1.297 -0.132
S 2.080 0.490 0.146
H 0.313 -3.214 -0.165
H 1.647 -1.943 0.080
H -1.897 0.380 1.116
H -0.716 1.687 1.260
H -0.450 0.143 2.099
H -1.480 0.523 -1.640
H -0.394 1.849 -1.186
H 0.225 0.466 -2.099
H 1.820 1.646 0.742

Its largest force on an atom is 2.40 eV/Å. For the energy relative to the best compared isomer or geometry (same formula, charge and spin), the calculation gives 33.8 kcal per mole. The HOMO energy is -8.7 eV. The total charge is 0. The calculation puts the total energy at -16617.987 eV. The calculation puts the LUMO energy at 0.7289 eV.

Need the Mulliken charges? In units of e they are:
1 C -0.173
2 C -1.347
3 C -1.242
4 C 0.813
5 N -0.448
6 S -0.282
7 H 0.268
8 H 0.153
9 H 0.386
10 H 0.367
11 H 0.330
12 H 0.382
13 H 0.356
14 H 0.330
15 H 0.107

[6]
The following is a DFT calculation (wB97M-V/def2-TZVPD) of a cluster of 2 separate species, C2H6N2O in total at a distorted geometry.

Geometry (Å):
C -2.025 -1.350 -0.234
C -0.301 1.555 0.023
N -1.253 -0.554 0.095
N -0.507 0.243 0.670
O 2.722 -1.021 0.109
H -2.018 -2.337 -0.564
H 2.073 -1.586 -0.381
H 2.035 -0.451 0.564
H -0.123 1.533 -1.084
H 0.571 1.820 0.591
H -1.174 2.149 0.211

Its largest force on an atom is 2.60 eV/Å. For the energy relative to the best compared isomer or geometry (same formula, charge and spin), the calculation gives 103.3 kcal per mole. The HOMO energy is -8.8 eV. The total charge is 0. The calculation puts the total energy at -7195.308 eV. The calculation puts the LUMO energy at 0.7461 eV.

Need the Mulliken charges? In units of e they are:
1 C -0.215
2 C -0.653
3 N 0.439
4 N -0.716
5 O -0.666
6 H 0.279
7 H 0.314
8 H 0.345
9 H 0.259
10 H 0.291
11 H 0.322

> Which of these has the lowest total charge?

C28H54F3O26

> Which value of largest force on an atom does entry 1 give?

2.40 eV/Å